(1)
{"formula": "C3H9NO2S", "method": "the ωB97M-V functional and the def2-TZVPD basis", "relative_energy_kj_mol": 179.4, "e_tot_ev": -19676.55415, "homo_lumo_gap_ev": 9.60, "charge": 0, "multiplicity": 1, "fmax_ha_per_bohr": 0.0166, "e_lumo_ev": 0.323, "smiles": "N[C@H](C=O)CS.O", "e_homo_ev": -9.3, "symbols": ["O", "C", "C", "C", "S", "N", "H", "H", "H", "H", "H", "H", "H", "H", "H", "O"], "positions_angstrom": [[-1.558, 0.261, 2.384], [-1.368, 0.896, 1.380], [-1.403, 0.317, -0.020], [-0.162, -0.605, -0.130], [0.325, -0.888, -1.854], [-1.482, 1.420, -0.975], [-1.135, 1.967, 1.452], [-2.278, -0.334, -0.098], [0.670, -0.214, 0.444], [-0.417, -1.564, 0.302], [1.655, -0.853, -1.739], [-2.230, 1.229, -1.624], [-0.629, 1.427, -1.522], [3.420, -0.557, 0.044], [3.657, -1.458, 1.223], [2.934, -1.044, 0.733]], "nbo_charge": [-0.52, 0.44, -0.18, -0.53, -0.05, -0.83, 0.12, 0.21, 0.24, 0.23, 0.13, 0.37, 0.37, 0.47, 0.48, -0.94]}

---

(2)
{"formula": "C3H9NO2S", "method": "the ωB97M-V functional and the def2-TZVPD basis", "relative_energy_kj_mol": 386.6, "e_tot_ev": -19674.40590, "homo_lumo_gap_ev": 8.60, "charge": 0, "multiplicity": 1, "fmax_ha_per_bohr": 0.0628, "e_lumo_ev": 0.772, "smiles": "C=CNC.OSO", "e_homo_ev": -7.8, "symbols": ["C", "C", "C", "N", "O", "O", "S", "H", "H", "H", "H", "H", "H", "H", "H", "H"], "positions_angstrom": [[-0.248, 1.202, -0.202], [2.479, -1.194, 0.594], [0.935, 0.736, 0.261], [1.208, -0.623, 0.207], [-4.514, 0.292, -1.825], [-3.113, -0.339, 0.372], [-4.386, 0.616, -0.205], [-5.167, -0.347, -1.985], [-0.406, 2.223, -0.339], [-1.138, 0.549, -0.503], [3.243, -0.445, 0.449], [2.476, -1.454, 1.609], [2.662, -2.101, 0.155], [1.719, 1.508, 0.296], [0.241, -1.135, 0.158], [-2.408, 0.309, 0.623]], "nbo_charge": [-0.56, -0.39, 0.01, -0.62, -0.84, -0.86, 0.72, 0.48, 0.20, 0.17, 0.20, 0.17, 0.20, 0.20, 0.40, 0.50]}

---

(3)
{"formula": "C3H9NO2S", "method": "the ωB97M-V functional and the def2-TZVPD basis", "relative_energy_kj_mol": 252.2, "e_tot_ev": -19675.79956, "homo_lumo_gap_ev": 9.94, "charge": 0, "multiplicity": 1, "fmax_ha_per_bohr": 0.0820, "e_lumo_ev": 0.411, "smiles": "N[C@H](C=O)CS.O", "e_homo_ev": -9.5, "symbols": ["O", "C", "C", "C", "S", "N", "H", "H", "H", "H", "H", "H", "H", "H", "H", "O"], "positions_angstrom": [[-0.960, 2.768, -2.673], [-1.102, 1.689, -2.055], [-0.334, 1.462, -0.689], [0.865, 0.574, -0.968], [2.018, 0.092, 0.459], [-1.198, 0.757, 0.281], [-1.867, 0.871, -2.239], [0.048, 2.404, -0.463], [0.537, -0.384, -1.356], [1.416, 0.843, -1.890], [1.303, -0.969, 0.953], [-0.911, -0.172, 0.530], [-1.357, 1.308, 1.161], [-1.355, -5.587, 4.662], [-1.912, -5.106, 3.386], [-1.088, -5.559, 3.699]], "nbo_charge": [-0.52, 0.43, -0.18, -0.51, -0.06, -0.85, 0.13, 0.22, 0.21, 0.24, 0.12, 0.37, 0.38, 0.46, 0.46, -0.93]}

---

(4)
{"formula": "C3H9NO2S", "method": "the ωB97M-V functional and the def2-TZVPD basis", "relative_energy_kj_mol": 73.5, "e_tot_ev": -19668.38176, "homo_lumo_gap_ev": [9.42, 4.18], "charge": 1, "multiplicity": 2, "fmax_ha_per_bohr": 0.0255, "e_lumo_ev": [-3.813, -9.052], "e_homo_ev": [-13.2, -13.2], "symbols": ["C", "C", "S", "C", "N", "O", "H", "H", "H", "H", "H", "H", "H", "H", "H", "O"], "positions_angstrom": [[0.478, 1.252, 1.128], [1.308, 1.010, 2.423], [0.729, 1.860, 3.838], [-0.113, -0.113, 0.707], [0.119, -0.459, -0.571], [-0.711, -0.770, 1.517], [-0.391, 1.857, 1.330], [1.066, 1.766, 0.377], [1.421, -0.037, 2.686], [2.334, 1.343, 2.205], [0.613, 3.107, 3.335], [0.684, 0.077, -1.207], [-0.481, -1.157, -0.981], [-1.846, -3.641, -5.076], [-3.061, -3.094, -5.996], [-2.152, -3.000, -5.715]], "mulliken_spin": [0.08, -0.05, 0.87, 0.01, 0.01, 0.04, -0.02, -0.01, 0.00, 0.07, -0.01, 0.00, 0.00, 0.00, 0.00, 0.00]}

---

(5)
{"formula": "C3H9NO2S", "method": "the ωB97M-V functional and the def2-TZVPD basis", "relative_energy_kj_mol": 334.5, "e_tot_ev": -19665.67617, "homo_lumo_gap_ev": [8.98, 3.83], "charge": 1, "multiplicity": 2, "fmax_ha_per_bohr": 0.0979, "e_lumo_ev": [-4.413, -9.563], "e_homo_ev": [-13.4, -13.4], "symbols": ["O", "C", "C", "C", "S", "N", "H", "H", "H", "H", "H", "H", "H", "H", "H", "O"], "positions_angstrom": [[-1.898, -0.328, 0.475], [-0.723, -0.634, 0.350], [0.488, -0.286, 1.184], [1.302, 0.791, 0.547], [3.100, 0.101, 0.128], [0.221, -0.191, 2.603], [-0.500, -1.339, -0.506], [0.986, -1.163, 1.084], [1.668, 1.628, 1.172], [0.600, 1.270, -0.285], [2.808, 0.151, -1.197], [1.118, -0.292, 3.104], [-0.040, 0.741, 3.009], [-4.067, 0.211, -4.686], [-5.286, 1.028, -4.385], [-4.956, 0.110, -4.234]], "mulliken_spin": [0.25, 0.01, 0.05, 0.03, 0.37, 0.25, 0.05, 0.00, 0.01, 0.00, -0.01, 0.00, -0.01, 0.00, 0.00, 0.00]}

---

(6)
{"formula": "C3H9NO2S2", "method": "the ωB97M-V functional and the def2-TZVPD basis", "relative_energy_kj_mol": 525.4, "e_tot_ev": -30507.91849, "homo_lumo_gap_ev": 4.31, "charge": 0, "multiplicity": 1, "fmax_ha_per_bohr": 0.0487, "e_lumo_ev": -3.945, "e_homo_ev": -8.3, "symbols": ["S", "S", "C", "C", "C", "N", "O", "H", "H", "H", "H", "H", "H", "H", "H", "H", "O"], "positions_angstrom": [[-1.494, 1.101, -3.201], [-2.730, 0.353, -0.107], [-1.039, 1.190, -0.083], [-0.437, 0.933, 1.182], [0.353, -0.273, 1.356], [0.930, -0.419, 2.632], [0.643, -1.027, 0.452], [-1.199, -0.036, -3.839], [-0.578, 0.604, -0.914], [-1.248, 2.225, -0.362], [-0.336, 1.699, 1.935], [-2.670, 0.616, -1.454], [1.904, -0.547, 2.851], [0.287, -0.598, 3.387], [2.086, -1.728, -0.683], [2.721, -1.889, -2.026], [2.806, -2.203, -1.125]], "nbo_charge": [-0.48, 0.00, -0.59, -0.01, 0.58, -0.89, -0.52, 0.12, 0.32, 0.26, 0.23, 0.16, 0.42, 0.40, 0.48, 0.46, -0.95]}

---

(7)
{"formula": "C3H9NO3", "method": "the ωB97M-V functional and the def2-TZVPD basis", "relative_energy_kj_mol": 33.0, "e_tot_ev": -10890.23991, "homo_lumo_gap_ev": 10.42, "charge": 0, "multiplicity": 1, "fmax_ha_per_bohr": 0.0371, "e_lumo_ev": 0.575, "smiles": "CCNC(=O)O.O", "e_homo_ev": -9.8, "symbols": ["C", "N", "C", "O", "O", "C", "H", "H", "H", "H", "H", "H", "H", "H", "H", "O"], "positions_angstrom": [[-0.130, 0.586, 0.771], [-0.797, 0.155, -0.470], [-0.356, 0.784, -1.585], [-0.717, 0.193, -2.727], [0.268, 1.825, -1.553], [-0.737, -0.026, 2.006], [-0.253, 1.676, 0.790], [0.961, 0.511, 0.727], [-1.327, -0.697, -0.543], [-0.372, 0.628, -3.494], [-0.213, 0.273, 2.921], [-1.802, 0.256, 2.076], [-0.664, -1.113, 2.038], [1.627, -1.167, -0.701], [2.673, -2.121, -0.281], [1.836, -1.762, 0.024]], "nbo_charge": [-0.22, -0.64, 0.87, -0.70, -0.66, -0.62, 0.21, 0.20, 0.41, 0.50, 0.22, 0.21, 0.21, 0.47, 0.47, -0.93]}

---

(8)
{"formula": "C3H9NO3", "method": "the ωB97M-V functional and the def2-TZVPD basis", "relative_energy_kj_mol": 164.9, "e_tot_ev": -10888.87243, "homo_lumo_gap_ev": 10.30, "charge": 0, "multiplicity": 1, "fmax_ha_per_bohr": 0.0353, "e_lumo_ev": 0.674, "smiles": "O=CNCCO.O", "e_homo_ev": -9.6, "symbols": ["O", "H", "H", "O", "O", "C", "N", "C", "C", "H", "H", "H", "H", "H", "H", "H"], "positions_angstrom": [[3.428, 2.042, 1.268], [2.826, 2.760, 1.569], [4.304, 2.276, 1.651], [0.933, -0.184, 2.418], [-2.207, 0.463, -2.013], [0.329, -0.030, 1.354], [0.072, -1.037, 0.500], [-1.952, -0.520, -0.972], [-0.428, -0.934, -0.877], [-2.783, -0.007, -2.651], [-0.024, 0.965, 0.990], [0.434, -1.972, 0.702], [-2.265, -0.147, 0.022], [-2.527, -1.442, -1.181], [0.237, -0.280, -1.474], [-0.376, -1.952, -1.309]], "nbo_charge": [-0.94, 0.47, 0.47, -0.61, -0.72, 0.52, -0.62, -0.08, -0.25, 0.47, 0.11, 0.40, 0.18, 0.17, 0.21, 0.20]}

---

(9)
{"formula": "C3H9NO3", "method": "the ωB97M-V functional and the def2-TZVPD basis", "relative_energy_kj_mol": 98.8, "e_tot_ev": -10889.55722, "homo_lumo_gap_ev": 9.89, "charge": 0, "multiplicity": 1, "fmax_ha_per_bohr": 0.0420, "e_lumo_ev": 0.781, "smiles": "C[C@@H](N)C(=O)O.O", "e_homo_ev": -9.1, "symbols": ["O", "C", "O", "C", "C", "N", "H", "H", "H", "H", "H", "H", "H", "H", "H", "O"], "positions_angstrom": [[1.755, 0.904, -1.767], [1.597, -0.193, -1.304], [2.643, -0.943, -0.920], [0.251, -0.858, -1.124], [0.300, -1.770, 0.135], [-0.770, 0.144, -1.081], [3.437, -0.419, -1.090], [0.191, -1.507, -2.008], [0.789, -2.697, -0.111], [0.557, -1.132, 0.973], [-0.728, -2.090, 0.278], [-1.621, -0.247, -0.741], [-0.542, 1.048, -0.702], [-3.312, 2.955, 3.170], [-2.099, 3.658, 3.518], [-2.449, 3.148, 2.773]], "nbo_charge": [-0.59, 0.78, -0.68, -0.14, -0.61, -0.84, 0.50, 0.20, 0.22, 0.22, 0.20, 0.36, 0.39, 0.46, 0.46, -0.92]}

---

(10)
{"formula": "C3H9NO3", "method": "the ωB97M-V functional and the def2-TZVPD basis", "relative_energy_kj_mol": 99.0, "e_tot_ev": -10889.55543, "homo_lumo_gap_ev": 9.52, "charge": 0, "multiplicity": 1, "fmax_ha_per_bohr": 0.0436, "e_lumo_ev": 0.506, "smiles": "C[C@@H](N)C(=O)O.O", "e_homo_ev": -9.0, "symbols": ["O", "C", "O", "C", "C", "N", "H", "H", "H", "H", "H", "H", "H", "H", "H", "O"], "positions_angstrom": [[-1.621, -2.130, -0.679], [-0.774, -1.295, -0.601], [-0.542, -0.414, -1.642], [0.193, -1.056, 0.510], [1.641, -1.058, 0.069], [-0.144, 0.233, 1.153], [-1.276, -0.491, -2.257], [0.065, -1.808, 1.302], [1.945, -1.972, -0.450], [1.841, -0.397, -0.784], [2.222, -0.894, 0.969], [0.578, 0.532, 1.798], [-0.392, 0.956, 0.489], [-1.512, 3.466, 0.703], [-1.265, 3.409, -0.679], [-0.957, 2.919, 0.101]], "nbo_charge": [-0.56, 0.80, -0.71, -0.16, -0.62, -0.85, 0.49, 0.21, 0.21, 0.23, 0.21, 0.36, 0.39, 0.47, 0.47, -0.93]}